## w
Formula: CBrFN2O2
Source: the Open Molecules 2025 dataset
Level of theory: ωB97M-V/def2-TZVPD

Last column: Löwdin charge in e.
Geometry (Å):
O: 0.04 -0.95 1.08  0.13
N: 0.14 0.03 0.40  -0.33
C: -0.64 -0.13 -0.74  0.05
N: -0.92 -0.74 -1.69  0.13
F: -0.11 -1.43 -2.55  0.02
O: 0.67 1.14 0.72  -0.29
Br: 0.83 2.08 2.79  0.30

Summary:
**Frontier orbital gap (spin up / spin down)**: 7.87 / 6.93 eV
**SMILES**: [O-][N+](=C=NF)OBr
**Spin multiplicity**: 1

## x
Formula: CBrFN2O2
Source: the Open Molecules 2025 dataset
Level of theory: ωB97M-V/def2-TZVPD

Last column: Löwdin charge in e.
Geometry (Å):
O: 0.90 -0.80 0.90  0.17
N: 1.12 -0.59 -0.19  -0.46
O: 0.92 0.30 -0.88  0.19
F: 1.94 -1.60 -0.78  0.04
N: -1.81 -0.82 -0.69  0.09
C: -2.07 -0.41 0.37  -0.84
Br: -2.84 0.13 1.90  0.81

Summary:
**Frontier orbital gap**: 11.62 eV
**SMILES**: O=[N+]([O-])F.N#CBr
**Spin multiplicity**: 1

Which is the most stable structure? x is the most stable.

## w
Formula: C3H6
Source: the Open Molecules 2025 dataset
Level of theory: ωB97M-V/def2-TZVPD

Last column: Löwdin charge in e.
Geometry (Å):
C: -0.47 1.09 -0.48  -0.03
C: 0.42 0.14 -0.24  -0.25
C: 0.09 -1.08 0.60  -0.12
H: -0.34 2.03 -1.00  0.05
H: -1.41 1.10 0.07  0.05
H: 1.40 0.09 -0.72  0.09
H: 0.83 -1.33 1.36  0.07
H: -0.75 -0.72 1.20  0.07
H: -0.13 -1.94 -0.03  0.07

Summary:
**Frontier orbital gap**: 11.10 eV
**SMILES**: C=CC
**Spin multiplicity**: 1

## x
Formula: C3H6
Source: the Open Molecules 2025 dataset
Level of theory: ωB97M-V/def2-TZVPD

Last column: Löwdin charge in e.
Geometry (Å):
C: 0.94 0.89 -0.43  -0.03
C: 0.02 -0.10 -0.61  -0.24
C: -0.69 -0.69 0.59  -0.14
H: 1.31 1.16 0.53  0.05
H: 1.19 1.39 -1.32  0.03
H: -0.28 -0.30 -1.66  0.09
H: 0.08 -1.28 1.13  0.07
H: -0.91 0.14 1.38  0.09
H: -1.67 -1.22 0.39  0.07

Summary:
**Frontier orbital gap**: 10.66 eV
**SMILES**: C=CC
**Spin multiplicity**: 1

Which is the most stable structure? w is the most stable.

## w
Formula: C45H63N10O
Source: the Open Molecules 2025 dataset
Level of theory: ωB97M-V/def2-TZVPD

Last column: Löwdin charge in e.
Geometry (Å):
C: -0.92 -2.09 0.05  -0.04
C: -0.13 -0.75 -0.17  -0.34
C: -1.10 0.33 0.50  -0.04
C: -0.39 1.62 1.06  -0.14
C: 0.83 1.27 1.84  -0.09
C: 1.83 0.28 1.16  -0.35
N: 1.14 -0.84 0.48  0.07
O: 1.87 -1.77 0.10  0.19
C: 2.57 -0.36 2.24  -0.03
C: 2.76 1.11 0.17  0.05
C: 0.00 -0.44 -1.65  -0.02
H: -0.46 -2.91 -0.47  0.01
H: -1.87 -2.14 -0.16  -0.01
H: -1.34 -2.39 1.06  0.10
H: -1.49 -0.25 1.36  0.10
H: -2.03 0.70 -0.13  0.12
H: -0.96 2.30 1.42  0.02
H: -0.21 2.24 0.19  0.10
H: 0.64 0.93 2.77  0.08
H: 1.08 2.21 2.10  0.09
H: 3.21 0.36 2.76  0.12
H: 3.38 -1.02 1.94  0.08
H: 2.01 -1.02 2.85  0.07
H: 3.32 0.53 -0.47  0.02
H: 3.39 1.90 0.51  0.10
H: 2.21 1.63 -0.49  0.02
H: 0.65 -0.95 -2.16  0.02
H: 0.45 0.62 -1.77  0.09
H: -0.92 -0.36 -2.13  0.08
N: 5.74 0.01 -1.93  -0.07
C: 6.04 -0.90 -0.86  -0.05
C: 4.88 -1.97 -0.96  -0.06
C: 4.03 -1.52 -2.07  -0.13
C: 4.56 -0.24 -2.63  -0.16
H: 6.44 0.77 -2.15  0.17
H: 6.92 -1.05 -0.20  0.10
H: 4.77 -2.94 -0.48  0.05
H: 3.07 -2.06 -2.30  0.07
H: 4.12 0.48 -3.60  0.16
N: -5.36 -3.04 1.81  0.00
C: -4.30 -2.68 0.95  -0.08
C: -4.70 -1.38 0.37  -0.10
C: -5.96 -0.96 0.93  -0.06
C: -6.43 -2.11 1.79  -0.04
H: -5.39 -3.76 2.38  0.07
H: -3.39 -3.40 0.77  0.12
H: -4.14 -0.96 -0.20  -0.04
H: -6.58 -0.13 0.49  0.10
H: -7.23 -2.37 2.41  0.08
N: -1.47 -4.75 -0.97  -0.03
C: -1.75 -3.88 -1.93  -0.15
C: -0.44 -3.43 -2.56  -0.12
C: 0.61 -4.03 -1.85  -0.07
C: -0.13 -4.95 -0.76  -0.05
H: -2.14 -5.13 -0.35  0.14
H: -2.78 -3.52 -2.30  0.15
H: -0.61 -2.52 -3.14  0.08
H: 1.72 -4.09 -2.19  0.10
H: 0.21 -5.54 0.02  0.07
N: 3.29 -6.72 0.24  -0.06
C: 3.07 -7.23 1.48  -0.14
C: 3.04 -6.08 2.50  -0.07
C: 3.34 -4.90 1.64  -0.08
C: 3.46 -5.30 0.17  -0.07
H: 3.60 -7.31 -0.59  0.18
H: 3.16 -8.43 1.64  0.15
H: 2.63 -6.23 3.44  0.04
H: 3.34 -3.81 2.00  0.08
H: 3.64 -4.81 -0.58  -0.04
N: -5.05 3.37 -0.08  -0.07
C: -4.92 4.51 -0.89  -0.08
C: -3.77 4.15 -1.84  -0.04
C: -3.29 2.79 -1.46  -0.08
C: -4.10 2.32 -0.27  -0.09
H: -5.95 3.08 0.51  0.21
H: -5.52 5.42 -0.91  0.10
H: -3.35 4.77 -2.52  0.03
H: -2.47 2.09 -1.72  0.05
H: -4.04 1.35 0.22  0.07
N: -1.34 -1.20 4.45  -0.07
C: -1.93 -2.24 3.88  -0.20
C: -1.01 -3.44 3.96  -0.06
C: 0.33 -2.83 4.57  -0.05
C: -0.01 -1.44 4.90  -0.12
H: -1.77 -0.34 4.84  0.16
H: -3.09 -1.96 3.45  0.16
H: -1.06 -4.57 3.45  0.12
H: 1.15 -3.44 4.59  0.03
H: 0.43 -0.61 5.48  0.10
N: 3.19 4.75 -3.45  -0.01
C: 3.57 4.27 -2.23  -0.11
C: 2.48 4.60 -1.14  -0.02
C: 1.50 5.46 -1.98  -0.06
C: 2.01 5.55 -3.37  -0.03
H: 3.87 4.67 -4.24  0.18
H: 4.47 3.69 -2.23  0.08
H: 2.58 4.48 0.08  0.13
H: 0.82 5.99 -1.55  0.01
H: 1.66 6.07 -4.05  0.02
N: 0.89 3.02 -3.09  0.00
C: 1.10 1.67 -3.29  -0.15
C: -0.10 1.09 -3.90  -0.11
C: -1.18 2.19 -3.87  -0.04
C: -0.43 3.36 -3.26  -0.08
H: 1.45 3.64 -2.78  -0.07
H: 2.23 1.28 -3.28  0.12
H: -0.39 0.05 -4.20  0.10
H: -2.23 2.04 -4.26  0.10
H: -0.64 4.37 -3.24  0.06
N: -2.61 4.73 1.10  -0.02
C: -2.98 4.79 2.40  -0.09
C: -1.77 4.91 3.24  -0.02
C: -0.58 4.84 2.21  -0.02
C: -1.31 4.72 0.81  -0.09
H: -3.24 4.54 0.48  -0.01
H: -3.92 4.86 2.79  0.07
H: -1.68 5.00 4.24  0.02
H: 0.46 4.90 2.29  0.03
H: -0.89 4.81 -0.19  0.09

Summary:
**Frontier orbital gap**: 4.61 eV
**Charge**: +1
**Spin multiplicity**: 1

## x
Formula: C45H63N10O
Source: the Open Molecules 2025 dataset
Level of theory: ωB97M-V/def2-TZVPD

Last column: Löwdin charge in e.
Geometry (Å):
C: 1.64 0.32 0.90  -0.02
C: 0.25 0.61 0.22  -0.47
C: 0.08 -0.45 -0.79  -0.17
C: -1.38 -0.70 -1.27  -0.16
C: -2.19 -1.16 -0.10  -0.15
C: -2.23 -0.19 1.06  -0.32
N: -0.83 0.34 1.28  0.10
O: -0.67 0.89 2.41  0.20
C: -2.92 -0.76 2.39  0.05
C: -3.25 0.98 0.71  0.00
C: 0.10 1.96 -0.34  -0.03
H: 1.88 -0.71 1.41  0.12
H: 1.93 1.06 1.66  0.07
H: 2.46 0.39 0.09  0.09
H: 0.60 -1.50 -0.56  0.15
H: 0.54 -0.07 -1.68  0.10
H: -1.14 -1.47 -2.15  0.15
H: -1.75 0.17 -1.71  0.06
H: -1.99 -2.23 0.21  0.11
H: -3.26 -1.35 -0.56  0.17
H: -3.82 -1.12 2.29  0.04
H: -3.03 -0.10 3.12  0.05
H: -2.29 -1.35 2.74  0.01
H: -3.33 1.81 1.41  0.08
H: -4.44 0.81 0.42  0.15
H: -2.89 1.57 -0.09  0.02
H: -0.89 2.33 -0.58  0.05
H: 0.88 2.43 -1.16  0.16
H: 0.37 2.85 0.35  0.12
N: -3.08 3.79 -2.48  -0.09
C: -3.87 2.72 -2.98  -0.12
C: -2.89 1.90 -3.68  -0.12
C: -1.46 2.51 -3.71  -0.06
C: -1.68 3.72 -2.89  -0.16
H: -3.50 4.69 -1.86  0.22
H: -4.97 2.60 -2.69  0.12
H: -3.09 1.01 -4.20  0.04
H: -0.56 2.01 -4.28  0.09
H: -1.13 4.69 -2.48  0.13
N: 1.73 3.66 -5.36  -0.02
C: 2.78 2.68 -5.24  -0.08
C: 3.45 2.90 -3.89  -0.05
C: 2.68 3.93 -3.31  -0.12
C: 1.66 4.41 -4.25  -0.15
H: 1.14 3.81 -6.21  0.18
H: 3.16 2.15 -6.07  0.06
H: 4.23 2.42 -3.47  0.04
H: 2.84 4.37 -2.31  0.09
H: 0.98 5.24 -4.32  0.10
N: 6.95 1.40 1.44  -0.02
C: 6.58 0.16 1.04  -0.19
C: 5.41 0.29 0.34  -0.13
C: 4.98 1.80 0.29  -0.06
C: 6.07 2.37 1.05  -0.16
H: 7.51 1.74 2.16  0.12
H: 7.19 -0.69 1.36  0.13
H: 4.91 -0.63 -0.31  0.11
H: 4.00 2.20 -0.20  0.09
H: 6.26 3.36 1.67  0.14
N: 3.44 -0.32 4.23  0.00
C: 4.17 0.65 3.69  -0.16
C: 4.35 1.83 4.60  -0.05
C: 3.39 1.55 5.74  -0.06
C: 2.92 0.16 5.40  -0.15
H: 3.22 -1.17 3.93  0.10
H: 4.89 0.32 2.91  0.08
H: 4.77 2.77 4.33  0.05
H: 3.13 2.05 6.73  0.09
H: 2.15 -0.34 6.05  0.11
N: -0.10 -6.13 0.15  -0.04
C: -0.75 -5.44 1.28  -0.07
C: -1.99 -4.86 0.72  -0.08
C: -1.90 -5.19 -0.79  -0.07
C: -0.74 -5.99 -1.08  -0.10
H: 0.68 -6.67 0.21  0.08
H: -0.10 -5.66 2.14  0.10
H: -2.75 -4.35 1.42  0.10
H: -2.62 -4.98 -1.42  0.00
H: -0.39 -6.65 -1.86  0.11
N: -1.17 1.98 8.44  -0.04
C: -0.24 2.25 7.33  -0.07
C: -0.68 1.37 6.21  -0.06
C: -1.88 0.58 6.77  -0.10
C: -2.16 1.11 8.06  -0.17
H: -1.28 2.56 9.25  0.13
H: 0.67 2.82 7.59  0.09
H: -0.23 1.13 5.25  0.04
H: -2.59 -0.05 6.32  0.05
H: -2.89 1.02 8.92  0.13
N: 1.72 -1.27 -5.75  -0.08
C: 0.74 -0.43 -5.16  -0.13
C: -0.42 -1.25 -4.88  -0.09
C: -0.20 -2.59 -5.55  0.01
C: 1.31 -2.49 -6.17  -0.03
H: 2.63 -0.95 -5.99  0.14
H: 1.12 0.58 -4.93  0.08
H: -1.25 -0.79 -4.36  0.07
H: -0.69 -3.46 -5.70  0.03
H: 1.95 -3.22 -6.62  0.10
N: 1.95 -2.22 -3.01  -0.06
C: 3.00 -1.74 -2.26  -0.13
C: 3.11 -2.65 -0.98  -0.08
C: 2.07 -3.77 -1.25  -0.05
C: 1.43 -3.39 -2.61  -0.11
H: 1.60 -1.87 -3.98  0.10
H: 3.59 -0.73 -2.55  0.13
H: 3.76 -2.72 -0.13  0.04
H: 1.94 -4.73 -0.64  0.07
H: 0.74 -3.71 -3.22  0.02
N: -6.82 -0.30 1.87  -0.07
C: -7.05 0.67 0.98  -0.13
C: -7.35 -0.05 -0.30  -0.05
C: -7.06 -1.47 -0.02  -0.05
C: -6.76 -1.55 1.42  -0.13
H: -6.48 -0.33 2.96  0.24
H: -7.17 1.59 1.32  0.05
H: -7.65 0.47 -1.25  0.09
H: -7.13 -2.25 -0.66  0.03
H: -6.59 -2.30 2.03  0.05

Summary:
**Frontier orbital gap**: 3.91 eV
**Charge**: +1
**Spin multiplicity**: 1

Which is the most stable structure? x is the most stable.

## w
Formula: C3H5NS3
Source: the Open Molecules 2025 dataset
Level of theory: ωB97M-V/def2-TZVPD

Last column: Löwdin charge in e.
Geometry (Å):
S: 0.11 2.14 0.09  0.64
C: 0.04 0.51 0.23  -0.96
C: -1.10 -0.43 0.62  -0.66
S: -2.53 -0.38 -0.45  0.76
C: -0.08 -1.59 0.41  -0.16
N: 0.89 -0.51 0.03  -0.50
S: 2.57 -0.50 -0.34  0.80
H: -1.39 -0.32 1.66  0.10
H: -3.13 -1.41 0.16  -0.14
H: -0.29 -2.34 -0.38  0.12
H: 0.17 -2.08 1.39  0.12
H: 3.01 -1.35 0.61  -0.14

Summary:
**Frontier orbital gap**: 9.04 eV
**SMILES**: S=C1[C@@H](S)CN1S
**Spin multiplicity**: 1

## x
Formula: C3H5NS3
Source: the Open Molecules 2025 dataset
Level of theory: ωB97M-V/def2-TZVPD

Last column: Löwdin charge in e.
Geometry (Å):
C: 1.71 0.81 0.23  -0.27
C: 1.52 -0.61 0.03  -1.27
C: -0.96 0.11 -0.20  -0.55
H: 2.69 1.03 0.83  0.10
H: 1.77 1.44 -0.89  0.18
H: 0.86 1.26 0.99  0.12
H: -0.42 1.10 -0.66  0.13
H: -4.46 -0.81 -0.30  -0.17
N: -2.24 0.09 -0.14  -0.40
S: 2.83 -1.64 -0.08  0.61
S: 0.03 -1.42 0.08  0.88
S: -3.32 -1.36 0.11  0.67

Summary:
**Frontier orbital gap**: 8.04 eV
**Spin multiplicity**: 1

Which is the most stable structure? w is the most stable.

## w
Formula: C10H15NO2
Source: the Open Molecules 2025 dataset
Level of theory: ωB97M-V/def2-TZVPD

Last column: Löwdin charge in e.
Geometry (Å):
C: -2.09 1.76 2.62  -0.09
C: -1.11 0.65 2.35  -0.28
C: -1.00 0.07 1.06  -0.05
C: -0.01 -0.88 0.88  -0.03
C: 0.95 -1.05 1.86  -0.32
O: 1.99 -1.98 1.87  0.01
C: 0.87 -0.47 3.14  0.00
C: -0.17 0.45 3.37  -0.04
H: -2.49 1.75 3.64  0.07
H: -3.00 1.82 1.97  0.08
H: -1.66 2.76 2.46  0.08
H: -1.64 0.31 0.22  0.10
H: 0.11 -1.52 -0.01  0.11
H: 2.40 -1.94 1.00  0.11
H: 1.64 -0.68 3.89  0.12
H: -0.48 0.90 4.33  0.12
C: 0.12 2.18 -3.25  -0.09
C: -0.44 0.91 -2.55  -0.17
C: 0.20 -0.33 -3.08  -0.54
N: -0.37 -1.58 -2.99  0.15
O: 1.29 -0.25 -3.64  0.03
H: -0.61 2.43 -4.06  0.09
H: 1.08 2.14 -3.72  0.05
H: 0.27 2.89 -2.41  0.07
H: -0.28 1.14 -1.43  0.13
H: -1.49 0.96 -2.77  0.09
H: 0.06 -2.29 -3.56  0.11
H: -1.27 -1.72 -2.59  0.09

Summary:
**Frontier orbital gap**: 9.22 eV
**SMILES**: Cc1ccc(O)cc1.CCC(N)=O
**Spin multiplicity**: 1

## x
Formula: C10H15NO2
Source: the Open Molecules 2025 dataset
Level of theory: ωB97M-V/def2-TZVPD

Last column: Löwdin charge in e.
Geometry (Å):
C: 0.79 -2.11 -0.85  -0.06
C: -0.24 -1.54 -1.83  -0.31
C: -1.55 -2.29 -1.65  -0.07
C: -0.44 -0.01 -1.44  -0.56
O: 0.75 0.73 -1.73  0.02
O: -1.55 0.46 -2.06  0.04
N: -0.76 0.12 0.03  0.11
C: -0.02 0.93 0.87  -0.25
C: 0.25 0.33 2.13  -0.02
C: 0.75 1.10 3.14  -0.13
C: 0.95 2.40 2.94  -0.10
C: 0.84 2.96 1.64  -0.08
C: 0.20 2.26 0.71  -0.06
H: 0.33 -2.22 0.10  0.06
H: 1.22 -3.02 -1.33  0.10
H: 1.55 -1.42 -0.65  0.06
H: 0.23 -1.58 -2.83  0.15
H: -2.17 -2.27 -0.67  0.12
H: -2.31 -1.99 -2.35  0.06
H: -1.25 -3.33 -1.88  0.09
H: 1.45 0.06 -1.96  0.11
H: -1.53 1.43 -2.29  0.15
H: -1.06 -0.72 0.39  0.06
H: 0.13 -0.71 2.31  0.10
H: 0.98 0.66 4.07  0.10
H: 1.13 3.00 3.85  0.11
H: 1.13 3.94 1.55  0.08
H: 0.20 2.83 -0.21  0.12

Summary:
**Frontier orbital gap**: 8.48 eV
**SMILES**: CC(C)C(O)(O)Nc1ccccc1
**Spin multiplicity**: 1

## y
Formula: C10H15NO2
Source: the Open Molecules 2025 dataset
Level of theory: ωB97M-V/def2-TZVPD

Last column: Löwdin charge in e.
Geometry (Å):
C: 2.94 1.64 -0.24  -0.03
C: 1.51 0.97 -0.07  -0.21
C: 0.94 0.46 -1.20  0.01
C: -0.20 -0.52 -1.01  -0.30
C: 0.49 -1.90 -0.70  0.02
N: -1.05 -0.70 -2.26  -0.33
O: -0.87 0.22 -3.05  0.08
O: -1.81 -1.64 -2.27  0.09
C: -1.12 -0.18 0.23  -0.49
C: -1.81 1.13 -0.26  0.00
C: -2.10 -1.21 0.62  -0.03
C: -0.27 0.26 1.34  -0.07
C: 0.92 0.81 1.27  -0.03
H: 3.01 2.61 0.24  0.06
H: 3.17 1.74 -1.34  0.10
H: 3.58 1.05 0.40  0.06
H: 1.26 0.72 -2.12  0.08
H: -0.16 -2.61 -1.06  0.05
H: 0.76 -1.90 0.38  0.11
H: 1.39 -2.11 -1.29  0.09
H: -2.34 1.03 -1.14  0.05
H: -1.04 1.86 -0.46  0.09
H: -2.54 1.43 0.56  0.12
H: -2.56 -1.47 -0.36  0.09
H: -2.94 -0.90 1.28  0.12
H: -1.65 -2.02 0.99  0.05
H: -0.91 0.09 2.20  0.13
H: 1.34 1.06 2.21  0.11

Summary:
**Frontier orbital gap**: 8.86 eV
**SMILES**: CC1=C[C@](C)([N+](=O)[O-])C(C)(C)C=C1
**Spin multiplicity**: 1

Which is the most stable structure? w is the most stable.

## w
Formula: C3H5N2S2
Source: the Open Molecules 2025 dataset
Level of theory: ωB97M-V/def2-TZVPD

Last column: Löwdin charge in e.
Geometry (Å):
S: 3.47 -1.15 -0.02  0.42
S: 2.55 0.56 -0.06  0.71
N: 0.92 0.53 0.04  -0.49
C: 0.08 1.64 0.18  -0.10
N: -1.08 1.20 0.02  0.01
C: -1.28 -0.25 -0.23  -0.07
C: 0.19 -0.66 0.23  -0.22
H: -1.73 1.88 -0.30  0.14
H: -1.71 -0.56 -1.20  0.12
H: -2.17 -0.55 0.59  0.19
H: 0.10 -1.14 1.23  0.15
H: 0.66 -1.50 -0.48  0.14

Summary:
**Frontier orbital gap**: 6.21 eV
**SMILES**: [S-]S[N+]1=C=[NH+]CC1
**Charge**: +1
**Spin multiplicity**: 1

## x
Formula: C3H5N2S2
Source: the Open Molecules 2025 dataset
Level of theory: ωB97M-V/def2-TZVPD

Last column: Löwdin charge in e.
Geometry (Å):
C: -0.18 -1.40 0.15  -0.30
C: -2.00 0.32 0.00  -1.03
C: 1.68 0.21 -0.03  0.05
N: -0.73 0.78 -0.06  0.02
N: 0.29 -0.15 -0.04  -0.16
S: -3.36 1.21 -0.07  0.74
S: -1.87 -1.55 0.05  1.11
H: 0.64 -2.06 -0.03  0.12
H: 2.09 0.11 0.90  0.09
H: 1.81 1.28 -0.28  0.14
H: 2.23 -0.50 -0.53  0.09
H: -0.60 1.73 -0.07  0.14

Summary:
**Frontier orbital gap**: 8.00 eV
**Charge**: +1
**Spin multiplicity**: 1

Which is the most stable structure? x is the most stable.

## w
Formula: C5H11BrSi
Source: the Open Molecules 2025 dataset
Level of theory: ωB97M-V/def2-TZVPD

Last column: Löwdin charge in e.
Geometry (Å):
C: 1.28 0.28 -1.12  -0.39
C: 2.56 -0.72 -0.87  -0.57
C: 0.61 0.63 0.10  -0.41
C: 1.19 1.58 1.10  -0.19
C: -1.78 -1.36 -0.58  -0.24
Si: -0.69 -0.66 0.85  0.69
Br: 3.92 0.14 -0.05  0.74
H: 1.69 1.09 -1.66  0.07
H: 0.66 -0.24 -1.95  0.12
H: 2.15 -1.59 -0.31  0.03
H: 1.98 1.25 1.80  0.05
H: 0.26 2.14 1.65  0.12
H: 1.65 2.29 0.42  0.05
H: -1.90 -0.65 -1.43  0.03
H: -1.17 -2.14 -1.03  0.01
H: -2.84 -1.49 -0.44  0.01
H: -1.21 0.26 1.88  -0.05
H: 0.12 -1.56 1.57  -0.07

Summary:
**Frontier orbital gap (spin up / spin down)**: 8.41 / 7.42 eV
**Spin multiplicity**: 1

## x
Formula: C5H11BrSi
Source: the Open Molecules 2025 dataset
Level of theory: ωB97M-V/def2-TZVPD

Last column: Löwdin charge in e.
Geometry (Å):
C: 2.23 -2.66 0.06  0.00
C: 1.00 -2.07 -0.02  -0.22
C: 0.75 -0.59 -0.25  -0.24
Si: -0.93 0.59 0.13  0.32
C: -1.27 1.48 -1.55  -0.25
C: -0.74 1.80 1.57  -0.22
Br: -2.88 -0.64 0.37  0.25
H: 3.14 -2.24 0.28  0.01
H: 2.33 -3.79 0.09  0.07
H: 0.22 -2.74 -0.03  0.05
H: 1.48 -0.19 0.41  0.04
H: 0.89 -0.38 -1.31  0.06
H: -0.96 0.83 -2.40  0.03
H: -2.31 1.92 -1.63  0.05
H: -0.61 2.36 -1.48  0.02
H: -1.68 1.80 2.07  -0.01
H: -0.08 1.70 2.43  0.03
H: -0.59 2.82 1.26  0.02

Summary:
**Frontier orbital gap**: 10.09 eV
**SMILES**: C=CC[Si](C)(C)Br
**Spin multiplicity**: 1

Which is the most stable structure? x is the most stable.